Entry 1:
19
Properties=species:S:1:pos:R:3:mulliken_charge:R:1 method="wB97M-V/def2-TZVPD" charge=+1 smiles="C[C@H]1c2[nH][n+](=O)sc2[C@@H]1C" gap_ev="7.0 / 7.7" relative_energy_ev=7.229
C -0.153 0.327 1.860 0.0027
C 1.275 1.266 1.111 -0.2731
C -0.328 -0.216 0.507 0.2747
C 0.898 0.508 -0.136 0.2663
C -0.187 -1.721 0.203 -1.4817
C 0.497 1.503 -1.229 -1.2952
N -0.552 0.969 2.876 -0.0087
N -0.103 2.259 3.127 0.4020
O -0.177 2.783 4.219 -0.5196
S 1.362 2.656 2.037 0.0934
H -1.188 0.249 0.164 0.4417
H 1.615 -0.166 -0.357 0.5551
H 0.811 -1.906 0.437 0.4611
H -0.480 -2.103 -0.773 0.3299
H -0.752 -2.218 0.931 0.4351
H -0.204 2.295 -0.929 0.3662
H -0.083 0.820 -1.933 0.3274
H 1.438 2.034 -1.662 0.3690
H -1.120 0.772 3.673 0.2537



Entry 2:
13
Properties=species:S:1:pos:R:3:mulliken_charge:R:1 method="wB97M-V/def2-TZVPD" gap_ev="7.5 / 7.5" relative_energy_ev=4.606
O -1.597 0.999 2.828 -0.3636
C -0.887 0.545 2.024 0.4895
N 0.024 0.395 1.194 -0.1842
C -0.053 -0.816 0.379 -0.7402
C 0.919 0.518 -1.185 -1.0946
C -0.259 -0.408 -1.084 -0.2466
H -0.887 -1.308 0.888 0.4518
H 0.752 1.140 0.494 0.3424
H 0.895 -1.365 0.466 0.2168
H 0.771 1.530 -1.497 0.3867
H 1.821 0.026 -1.578 0.2209
H -0.259 -1.325 -1.707 0.2706
H -1.240 0.070 -1.223 0.2505



Entry 3:
22
Properties=species:S:1:pos:R:3:mulliken_charge:R:1 method="wB97M-V/def2-TZVPD" charge=+2 gap_ev=8.9 relative_energy_ev=1.676
C -0.490 0.277 -0.374 0.7040
C -2.044 -1.214 -1.749 -0.9371
C 1.270 -1.101 0.888 -0.9891
C 1.775 1.043 -0.121 -0.8172
C 0.152 0.942 1.848 -0.7473
N -1.083 -0.970 -0.779 -0.1260
N 0.694 0.262 0.594 -0.0780
O -0.784 1.450 -0.719 -0.3798
Cl -2.063 2.062 -1.809 0.2608
H -2.330 -2.214 -1.693 0.3163
H -1.651 -0.977 -2.761 0.3964
H -2.973 -0.654 -1.718 0.4016
H 2.196 -0.774 1.390 0.3874
H 0.589 -1.692 1.633 0.4355
H 1.555 -1.551 -0.075 0.4467
H 2.837 1.042 0.432 0.3996
H 1.874 0.709 -1.094 0.4310
H 1.389 2.084 -0.207 0.3610
H -0.720 0.236 2.219 0.3866
H 0.904 0.882 2.513 0.4857
H -0.217 2.026 1.709 0.3059
H -0.880 -1.867 -0.127 0.3559



Entry 4:
109
Properties=species:S:1:pos:R:3:mulliken_charge:R:1 method="wB97M-V/def2-TZVPD" charge=+1 gap_ev=8.8
C -0.659 -6.562 4.999 -1.1259
C -1.830 -5.628 4.497 -0.1610
C -1.896 -5.563 2.914 -0.9578
C -1.889 -4.113 2.341 0.1377
N -2.988 -3.286 2.411 0.1764
P -4.439 -3.905 3.234 0.3242
C -5.155 -2.672 4.439 -1.0511
C -5.708 -4.578 2.038 -1.1505
C -2.711 -2.051 1.777 -0.2618
C -3.728 -0.874 1.615 0.9507
F -3.646 -0.481 0.277 -0.2623
F -5.028 -1.230 1.827 -0.2573
C -3.284 0.425 2.456 0.1163
F -2.588 1.249 1.569 -0.2531
F -4.337 1.153 2.917 -0.2738
C -1.333 -2.180 1.359 -0.8253
N -0.853 -3.463 1.714 0.4963
B 0.542 -4.047 1.492 0.5492
O 0.945 -4.701 0.344 -0.4187
O 1.437 -3.911 2.574 -0.6209
H 0.311 -6.228 4.540 0.1861
H -0.875 -7.607 4.669 0.3418
H -0.651 -6.523 6.113 0.3660
H -1.734 -4.578 4.881 0.2946
H -2.817 -6.038 4.843 0.3151
H -2.827 -6.061 2.528 0.2875
H -1.048 -6.150 2.458 0.4987
H -4.298 -2.117 4.899 0.2930
H -5.653 -3.252 5.260 0.4053
H -5.920 -1.978 4.000 0.3252
H -6.725 -4.469 2.499 0.3802
H -5.645 -4.184 0.995 0.3297
H -5.528 -5.688 1.974 0.3403
H -2.541 0.138 3.242 0.3352
H -0.778 -1.375 0.823 0.5375
H 0.972 -4.073 -0.417 0.4874
H 1.323 -4.716 3.119 0.2820
C 1.244 3.973 1.426 -0.6717
C 1.640 2.839 0.460 0.7967
C 1.259 1.425 0.893 0.4812
F 1.865 1.060 2.041 -0.2666
F 1.642 0.526 -0.047 -0.2471
F 2.963 2.921 0.202 -0.2919
F 1.007 3.088 -0.722 -0.3168
O 2.266 4.460 2.293 -0.3541
C 2.463 3.803 3.509 0.8256
C 3.867 3.207 3.627 0.1333
F 4.088 2.289 2.662 -0.2127
F 4.014 2.578 4.816 -0.2593
F 1.490 2.889 3.704 -0.2767
F 2.294 4.740 4.468 -0.3071
H 1.002 4.831 0.797 0.4775
H 0.320 3.756 1.966 0.2216
H 0.176 1.331 1.020 -0.0079
H 4.629 3.985 3.542 0.2610
C -0.143 -3.768 -3.733 -0.8023
C 1.072 -3.084 -3.075 0.9631
C 1.344 -1.654 -3.525 0.1005
F 1.622 -1.592 -4.839 -0.2622
F 2.421 -1.152 -2.874 -0.2551
F 2.159 -3.859 -3.241 -0.3014
F 0.830 -3.049 -1.711 -0.4841
O 0.144 -4.637 -4.821 -0.4054
C 0.240 -4.043 -6.090 0.7480
C 1.629 -4.221 -6.707 0.2165
F 2.586 -3.649 -5.944 -0.2011
F 1.686 -3.625 -7.917 -0.2477
F -0.137 -2.754 -6.024 -0.2647
F -0.673 -4.660 -6.866 -0.2934
H -0.574 -4.422 -2.971 0.4307
H -0.940 -3.062 -3.973 0.3778
H 0.491 -1.003 -3.310 0.2941
H 1.874 -5.280 -6.819 0.2420
C -0.734 5.649 4.858 -0.5526
C -1.340 6.094 6.203 0.8536
C -2.657 5.429 6.601 0.1082
F -3.647 5.697 5.726 -0.2108
F -3.069 5.895 7.804 -0.2770
F -1.461 7.440 6.209 -0.2800
F -0.423 5.793 7.166 -0.3285
O -0.969 6.503 3.739 -0.3826
C -2.146 6.317 3.012 0.8139
C -3.041 7.557 3.033 0.1608
F -3.419 7.863 4.291 -0.2162
F -4.171 7.336 2.321 -0.2652
F -2.783 5.208 3.435 -0.2886
F -1.764 6.067 1.736 -0.2854
H 0.347 5.682 4.990 0.2973
H -0.952 4.604 4.627 0.3505
H -2.543 4.344 6.683 0.2635
H -2.522 8.420 2.611 0.2549
C 3.830 0.080 -8.235 -0.6006
C 5.356 0.169 -8.036 0.8423
C 5.831 0.561 -6.637 0.1831
F 5.413 1.793 -6.284 -0.2138
F 7.186 0.587 -6.597 -0.2795
F 5.874 0.999 -8.969 -0.2817
F 5.861 -1.068 -8.310 -0.3185
O 3.199 1.209 -8.838 -0.3871
C 2.805 2.259 -8.006 0.7743
C 3.512 3.569 -8.356 0.1707
F 4.849 3.456 -8.214 -0.2156
F 3.107 4.562 -7.528 -0.2562
F 2.961 1.914 -6.714 -0.2628
F 1.474 2.410 -8.196 -0.3001
H 3.665 -0.727 -8.950 0.4282
H 3.310 -0.243 -7.330 0.2575
H 5.486 -0.157 -5.887 0.2202
H 3.301 3.862 -9.387 0.2460



| no. | largest force on an atom (eV Å⁻¹) |
| --- | --- |
| 1 | 6.69 |
| 2 | 2.39 |
| 3 | 7.78 |
| 4 | 3.15 |